[1]
C2CuO3 | ωB97M-V/def2-TZVPD

ORCA input file:
```
! RIJCOSX wB97M-V def2-TZVPD def2/J DEFGRID3
* xyz 1 3
O -0.83111 -0.77164 1.51131
C -1.52140 -0.84330 2.40976
O 1.65079 0.42086 -0.81078
C 0.82007 1.08686 -1.46827
O -0.39120 0.84946 -1.50816
Cu 0.27286 -0.74225 -0.13385
*
```

Computed properties:
* ΔE to the lowest compared entry with this formula, charge and spin: 0.0 kJ/mol
* calculated total energy: -52843.970 eV
* HOMO level (spin up / spin down): -0.5559 / -0.6549 Eh
* LUMO (spin up / spin down): -5.82 / -9.39 eV
* <S²>: 2.01

---

[2]
C56H60O | ωB97M-V/def2-TZVPD

ORCA input file:
```
! RIJCOSX wB97M-V def2-TZVPD def2/J DEFGRID3
* xyz 0 1
C 11.51795 16.47378 12.32674
C 12.04332 17.47272 13.18800
C 13.17970 18.18760 12.88096
C 13.84000 17.91754 11.67702
C 13.27472 17.04836 10.73148
C 12.14146 16.29227 11.08583
H 10.62705 15.90355 12.55348
H 11.56584 17.64682 14.13651
H 13.47294 18.92222 13.60317
H 14.75743 18.40821 11.45747
H 13.69004 16.98442 9.72216
H 11.81051 15.64014 10.32605
C 10.64216 11.76649 20.36804
C 11.15344 12.92058 19.86522
C 12.48945 13.36321 20.17467
C 13.24954 12.54624 20.99296
C 12.73556 11.36535 21.51821
C 11.43426 11.00854 21.22075
H 9.57295 11.48451 20.14914
H 10.49495 13.46912 19.17433
H 12.89528 14.26638 19.69506
H 14.28494 12.74623 21.17642
H 13.40442 10.70438 22.06918
H 10.99819 10.02278 21.54993
C 15.77016 18.45027 15.67442
C 17.05811 18.92502 15.52075
C 17.92033 18.40635 14.56383
C 17.49547 17.30895 13.78651
C 16.22027 16.81441 13.93434
C 15.39373 17.35659 14.91946
H 15.10513 18.83455 16.41570
H 17.43063 19.73221 16.15780
H 18.94740 18.67007 14.47361
H 18.16109 16.89275 13.02406
H 15.83714 15.91677 13.43682
H 14.41224 16.95057 15.08380
C 8.53372 15.01213 17.10981
C 7.52668 15.45470 17.93252
C 6.77055 14.59062 18.66524
C 7.07126 13.24385 18.65312
C 8.07294 12.73150 17.84776
C 8.80153 13.61380 17.03772
H 9.02004 15.67999 16.40400
H 7.26479 16.49918 17.92687
H 5.87332 14.87972 19.24195
H 6.57598 12.51990 19.26252
H 8.16193 11.64236 17.67470
H 9.46020 13.18579 16.29498
C 8.70282 10.69258 14.37727
C 9.54553 10.06092 15.27870
C 10.78771 9.55377 14.89360
C 11.21039 9.71836 13.59230
C 10.30375 10.31497 12.66258
C 9.13028 10.86552 13.09403
H 7.72360 11.05311 14.70582
H 9.24575 10.07273 16.31586
H 11.41745 9.19316 15.69640
H 12.15078 9.44529 13.23235
H 10.62827 10.43970 11.63512
H 8.53500 11.45504 12.37627
C 15.41144 9.85023 18.68336
C 14.11313 9.32880 18.54215
C 13.83631 8.09344 19.15497
C 14.88733 7.44151 19.85704
C 16.21613 7.90884 19.85684
C 16.41334 9.19261 19.35907
H 15.78830 10.79754 18.29792
H 13.39548 9.84643 17.94287
H 12.85121 7.52121 19.16606
H 14.67663 6.47049 20.24743
H 17.01892 7.28626 20.25808
H 17.37514 9.68814 19.42442
C 18.96561 14.49516 16.26367
C 17.87776 13.76894 15.89350
C 17.82839 12.36955 16.03988
C 18.93453 11.74408 16.57361
C 20.03229 12.49193 17.08632
C 20.02730 13.92173 16.97757
H 18.93526 15.54733 16.20712
H 16.99326 14.24287 15.42052
H 17.03143 11.76311 15.58547
H 19.01010 10.66364 16.66052
H 20.87537 12.02286 17.63850
H 20.79462 14.50726 17.40757
C 16.37881 14.36417 11.37878
C 15.68810 13.40899 10.65542
C 16.11642 12.10400 10.64279
C 17.20367 11.75604 11.39378
C 17.92286 12.67100 12.09900
C 17.54158 14.00843 12.09169
H 16.07278 15.37475 11.29315
H 14.88322 13.65600 10.04782
H 15.58303 11.32140 10.11954
H 17.53246 10.73334 11.42097
H 18.78630 12.44136 12.68751
H 18.05800 14.79244 12.59619
C 14.14034 12.64077 14.58929
C 13.57073 13.87840 14.31400
C 12.79509 14.44800 15.28994
C 12.68491 13.89486 16.55974
C 13.17631 12.64536 16.85796
C 13.91108 12.02594 15.82822
H 14.72751 12.14195 13.81174
H 13.72376 14.40192 13.35041
H 12.34002 15.45609 15.09454
H 12.23533 14.46572 17.36585
H 13.11499 12.14563 17.80273
H 14.36745 11.06588 16.07955
C 16.24317 14.78809 18.49947
C 15.29308 15.99031 18.52607
O 15.92662 17.22144 18.33524
H 16.24583 14.23089 17.56935
H 16.11296 14.09180 19.32804
H 17.31909 15.13016 18.62352
H 14.76135 16.13559 19.44858
H 14.40997 15.92832 17.84946
H 16.61823 17.21465 17.65163
*
```

Computed properties:
* calculated total energy: -61090.379 eV
* HOMO level: -0.3341 Eh
* LUMO: 0.60 eV
* structure (SMILES): c1ccccc1.c1ccccc1.c1ccccc1.c1ccccc1.c1ccccc1.c1ccccc1.c1ccccc1.c1ccccc1.c1ccccc1.CCO

---

[3]
C5H6ClO4 | ωB97M-V/def2-TZVPD

ORCA input file:
```
! RIJCOSX wB97M-V def2-TZVPD def2/J DEFGRID3
* xyz -1 1
C -0.21236 -0.62877 0.63536
C 2.63738 -0.26901 1.11088
C -0.33864 -0.89887 -0.77860
C -2.29286 -1.54881 1.04310
C 2.73788 1.38752 -0.60424
O -0.07746 -1.68380 -1.66325
O -0.56469 0.41383 -0.76391
O -1.23954 -0.76956 1.47049
O 2.58534 0.92531 0.76226
Cl 3.06913 -1.39395 -0.10874
H -1.90632 -2.59617 0.97548
H -2.74946 -1.14916 0.11448
H -3.20345 -1.47777 1.50510
H 3.57500 1.00855 -1.12483
H 2.94828 2.41980 -0.74448
H 1.86104 1.18500 -1.17206
*
```

Computed properties:
* ΔE to the lowest compared entry with this formula, charge and spin: 138.2 kJ/mol
* calculated total energy: -25989.528 eV
* HOMO level: -0.1116 Eh
* LUMO: 3.56 eV

---

[4]
C4H11NO2 | ωB97M-V/def2-TZVPD

ORCA input file:
```
! RIJCOSX wB97M-V def2-TZVPD def2/J DEFGRID3
* xyz -1 2
C -0.93933 1.39976 -1.78222
C 0.11764 1.01278 -0.72007
N -0.25626 0.00197 0.28568
C 0.07335 -1.35240 -0.19820
C -0.16237 -2.32431 0.97865
O -0.08047 -3.57660 0.87248
H -1.35015 0.53454 -2.29625
H -0.52322 1.90765 -2.65390
H -1.66666 2.03103 -1.30479
H 0.39828 1.87359 -0.11611
H 1.03781 0.67227 -1.19315
H -1.23843 0.00484 0.54877
H -0.59603 -1.62136 -1.03338
H 1.18603 -1.33978 -0.48569
H -0.36699 -1.84065 1.95181
H 1.71761 0.40484 1.80502
H 0.95512 1.01260 2.96999
O 1.69406 1.19924 2.37136
*
```

Computed properties:
* ΔE to the lowest compared entry with this formula, charge and spin: 170.1 kJ/mol
* calculated total energy: -9909.675 eV
* HOMO level (spin up / spin down): 0.0174 / -0.1142 Eh
* LUMO (spin up / spin down): 3.75 / 3.72 eV
* <S²>: 0.75

---

[5]
C3H5FeO3 | ωB97M-V/def2-TZVPD

ORCA input file:
```
! RIJCOSX wB97M-V def2-TZVPD def2/J DEFGRID3
* xyz 1 5
Fe 1.39472 0.47418 0.49492
O 1.27292 -1.36091 -0.44534
O -0.61398 -0.77911 0.46436
C -1.75836 0.08662 0.21953
C -1.18418 1.49307 0.00005
O 0.10873 1.36574 -0.51474
C 0.04601 -1.25141 -0.59728
H -2.23121 -0.25830 -0.70945
H -2.46116 0.00642 1.05427
H -1.25168 2.06547 0.94224
H -1.84539 2.01629 -0.71219
H -0.51922 -1.72240 -1.41542
*
```

Computed properties:
* ΔE to the lowest compared entry with this formula, charge and spin: 38.0 kJ/mol
* calculated total energy: -43712.775 eV
* HOMO level (spin up / spin down): -0.5428 / -0.5459 Eh
* LUMO (spin up / spin down): -5.65 / -5.91 eV
* <S²>: 6.01

---

[6]
C44H68LaN2O9P2S4Si | ωB97M-V/def2-TZVPD

ORCA input file:
```
! RIJCOSX wB97M-V def2-TZVPD def2/J DEFGRID3
* xyz -2 2
La 13.94175 13.27082 14.99881
C 16.58809 6.83958 13.59752
C 16.56164 8.34495 13.46783
O 15.87091 8.87295 14.59794
P 16.16967 10.22135 15.38227
S 14.86377 10.60843 16.82502
S 16.38515 11.73353 14.12756
O 17.70590 9.88697 16.03278
C 18.73312 10.84478 16.12291
C 19.62492 11.01619 14.90824
H 17.10254 6.44550 12.71983
H 15.62068 6.39239 13.79263
H 17.24063 6.54028 14.38335
H 16.04315 8.63180 12.56274
H 17.54876 8.76747 13.31851
H 19.33482 10.52438 17.00095
H 18.34616 11.79923 16.51867
H 20.15158 10.10443 14.54820
H 20.44505 11.68636 15.12989
H 19.12608 11.43214 14.06765
C 18.92965 15.58594 16.01003
C 18.25076 16.79659 16.52506
C 18.96849 18.02390 16.54491
C 18.35749 19.15946 17.02331
C 17.03618 19.08673 17.59473
C 16.52752 20.06041 18.40494
C 15.35159 19.86641 19.11390
C 14.63889 18.65524 18.95055
C 15.11770 17.60719 18.09931
S 14.28283 16.19850 18.12353
C 16.35422 17.84070 17.42723
N 16.97877 16.75165 16.94097
H 19.08060 15.77502 14.93529
H 18.30670 14.74922 16.16726
H 19.87664 15.32494 16.50883
H 19.98999 18.18022 16.24676
H 18.87007 20.08974 17.13793
H 17.18689 20.92025 18.43475
H 15.02383 20.62511 19.83340
H 13.78109 18.41813 19.52713
O 11.29127 13.36830 14.82701
H 10.80597 12.61503 14.51908
H 11.13625 13.30542 15.80854
O 15.82495 14.10730 16.38922
H 16.15866 15.02860 16.56194
H 16.47655 13.48426 16.74496
O 12.88081 10.88190 14.68773
H 13.35547 10.31841 15.42548
H 12.85478 10.44346 13.82496
O 13.23333 15.66280 15.41696
H 12.26011 15.85066 15.18938
H 13.58752 16.27987 16.10361
N 13.72960 13.54002 12.79291
P 13.76754 13.81663 11.28110
C 13.47390 15.56142 10.89781
C 13.91727 16.38315 11.90272
C 13.82554 17.76959 11.74698
C 13.34282 18.34445 10.59822
C 12.77609 17.50713 9.61963
C 12.85109 16.13377 9.77421
C 15.26324 13.24943 10.34686
C 15.70920 11.93601 10.64755
C 16.98890 11.58995 10.35276
C 17.76961 12.41692 9.54144
C 17.32112 13.67650 9.18455
C 16.05011 14.08722 9.53850
C 12.58826 12.71659 10.50886
C 12.39910 12.87890 9.10798
C 11.40432 12.21136 8.40118
C 10.58527 11.36638 9.13280
C 10.73045 11.16388 10.50237
C 11.70573 11.89065 11.20062
H 14.15955 15.93349 12.85289
H 14.02620 18.41038 12.60896
H 13.34252 19.43130 10.46253
H 12.45613 17.94733 8.69795
H 12.46510 15.43258 8.99291
H 15.06110 11.20950 11.22387
H 17.37585 10.60676 10.60232
H 18.76690 12.13585 9.24653
H 17.87302 14.30867 8.49135
H 15.68931 15.05505 9.20493
H 13.11150 13.47186 8.54993
H 11.23359 12.32672 7.33182
H 9.83182 10.77462 8.56830
H 10.01562 10.48433 11.01078
H 11.87160 11.73167 12.22918
C 7.28832 13.51166 19.39821
C 8.82190 13.63998 19.46403
C 9.32766 14.64118 18.41028
C 9.20865 13.98006 20.88562
O 9.37056 12.32731 19.15068
Si 10.84063 11.57187 19.11505
S 12.28018 12.62067 17.86620
O 10.57464 9.97934 18.76240
C 9.44742 9.36195 18.01322
C 10.00225 8.02071 17.66570
C 9.05160 10.21240 16.83521
C 8.22534 9.20963 18.93498
O 11.41472 11.66151 20.61022
C 12.76814 11.41824 21.25378
C 13.47362 12.74020 21.39574
C 13.46106 10.37646 20.30684
C 12.55154 10.79928 22.65555
H 6.86245 14.53938 19.48512
H 6.81718 12.88343 20.15866
H 7.03104 13.04667 18.46778
H 8.72262 15.58097 18.55767
H 9.10635 14.17572 17.49086
H 10.40360 14.76413 18.51721
H 8.29045 14.43589 21.39409
H 9.99986 14.81755 20.96992
H 9.60799 13.16282 21.54705
H 10.98611 8.15534 17.16711
H 9.28723 7.47132 17.05109
H 10.17264 7.32712 18.52046
H 9.94373 10.59439 16.33928
H 8.42405 11.01702 17.16590
H 8.54281 9.67602 16.08041
H 8.46326 8.47577 19.76025
H 7.37272 8.76517 18.39573
H 7.98190 10.19051 19.32127
H 13.32173 13.36250 20.48385
H 14.51175 12.54581 21.57392
H 13.11828 13.39342 22.23165
H 13.63770 10.86350 19.33917
H 12.71405 9.61522 20.14206
H 14.31051 9.92880 20.73877
H 12.17436 11.56592 23.34362
H 13.53212 10.34640 22.96704
H 11.87307 9.91030 22.62856
*
```

Computed properties:
* calculated total energy: -138805.385 eV
* HOMO level (spin up / spin down): 0.0689 / -0.0119 Eh
* LUMO (spin up / spin down): 3.32 / 3.30 eV
* <S²>: 0.77